[1]
30
Properties=species:S:1:pos:R:3:lowdin_charge:R:1 method="wB97M-V/def2-TZVPD" e_homo_ev=-12.541 total_charge=+1 homo_lumo_gap_ev=9.643
O -2.570 -0.146 -1.734 -0.146
O -1.359 1.040 1.402 -0.083
N 0.699 0.233 2.140 0.004
N 2.779 0.689 2.000 0.165
C -2.258 0.315 0.550 -0.129
C -2.091 -0.446 -3.044 -0.253
C -1.585 -0.123 -0.745 -0.222
C 1.296 -0.765 1.401 0.031
C 3.713 -1.235 0.640 0.005
C 2.612 -0.499 1.312 -0.238
C 1.625 1.107 2.491 -0.015
C -0.748 0.351 2.423 -0.141
C -1.611 0.806 -3.760 -0.070
H -1.139 -1.125 -0.636 0.120
H 1.458 2.005 3.064 0.176
H -3.079 0.989 0.307 0.141
H 4.127 -0.656 -0.187 0.097
H -0.774 0.587 -0.970 0.129
H 3.661 1.164 2.123 0.189
H 4.518 -1.476 1.337 0.097
H 0.734 -1.592 0.996 0.148
H -0.849 0.881 3.372 0.150
H -1.119 -0.670 2.538 0.149
H -0.657 1.156 -3.358 0.068
H -2.343 1.604 -3.637 0.083
H -1.473 0.604 -4.823 0.080
H 3.319 -2.171 0.245 0.096
H -2.926 -0.904 -3.572 0.122
H -1.290 -1.192 -2.978 0.117
H -2.673 -0.531 1.103 0.130

---

[2]
67
Properties=species:S:1:pos:R:3:lowdin_charge:R:1 method="wB97M-V/def2-TZVPD" e_homo_ev=-7.709 homo_lumo_gap_ev=7.985
S -1.506 -1.493 -2.253 0.671
O 5.643 -2.544 0.385 0.037
O 1.370 3.468 -1.353 0.047
O 6.767 -0.589 0.851 0.046
N -2.449 -0.722 0.084 -0.007
N -1.261 0.864 -1.079 -0.097
N 3.088 2.169 -0.696 0.174
N -0.990 0.846 1.960 -0.211
N -6.675 -0.426 -0.547 -0.286
C 0.074 -1.379 2.258 -0.064
C -0.900 2.039 1.122 -0.144
C 1.820 2.342 -1.214 -0.441
C -1.710 1.902 -0.179 -0.117
C -0.276 1.222 -2.081 -0.141
C -1.747 -0.403 -1.019 -0.799
C -3.212 -1.932 0.239 -0.229
C -6.837 0.617 0.440 -0.113
C 1.123 1.105 -1.538 -0.110
C 0.273 0.121 2.070 -0.229
C 3.597 -1.469 -0.487 0.073
C -3.091 1.366 3.156 -0.068
C 3.006 -0.215 -0.743 -0.152
C -7.641 -1.487 -0.373 -0.113
C -1.592 1.109 3.261 -0.247
C 6.847 -2.000 0.875 -0.153
C -5.313 -0.888 -0.707 -0.212
C -4.689 -1.623 0.490 -0.164
C 4.853 -1.478 0.045 -0.198
C 1.702 -0.097 -1.305 0.030
C 3.703 0.973 -0.446 -0.177
C 5.544 -0.287 0.333 -0.196
C 4.996 0.945 0.101 0.079
H -3.504 1.530 4.149 0.076
H -7.590 -1.968 0.617 0.081
H -0.527 -1.600 3.137 0.066
H 0.140 2.258 0.864 0.112
H -3.104 -2.515 -0.680 0.057
H -0.448 2.251 -2.403 0.126
H -0.413 -1.804 1.386 0.059
H 3.067 -2.378 -0.712 0.134
H 1.165 -1.003 -1.547 0.093
H -4.701 -0.012 -0.943 0.111
H 0.831 0.267 1.144 0.092
H -4.779 -1.007 1.388 0.088
H -3.303 2.244 2.551 0.068
H 5.532 1.852 0.325 0.127
H -6.742 0.262 1.479 0.079
H -1.286 2.911 1.659 0.122
H -1.434 0.229 3.887 0.109
H -7.828 1.055 0.324 0.082
H 7.014 -2.340 1.909 0.141
H -3.592 0.510 2.712 0.056
H -2.257 -0.167 0.918 0.092
H -2.812 -2.519 1.074 0.117
H 7.687 -2.330 0.244 0.142
H -1.105 1.964 3.759 0.122
H -5.216 -2.562 0.667 0.109
H 1.043 -1.857 2.377 0.073
H -5.289 -1.548 -1.579 0.124
H -2.763 1.727 0.061 0.118
H 3.593 3.022 -0.484 0.165
H -1.633 2.854 -0.713 0.129
H 0.883 0.522 2.897 0.124
H -6.094 1.394 0.267 0.081
H -8.642 -1.073 -0.497 0.081
H -7.482 -2.244 -1.139 0.085
H -0.405 0.540 -2.927 0.068

---

[3]
17
Properties=species:S:1:pos:R:3:lowdin_charge:R:1 method="wB97M-V/def2-TZVPD" e_homo_ev=-9.294 homo_lumo_gap_ev=10.370
O 0.270 1.091 1.185 -0.056
C -0.822 0.330 -0.475 -0.186
C 1.791 0.435 -0.664 -0.009
C -1.280 -1.102 -0.070 -0.097
C -1.038 1.379 0.626 -0.111
C 0.535 0.115 0.157 -0.514
C 0.172 -1.363 0.433 -0.079
H -1.826 1.141 1.360 0.118
H 0.304 -1.693 1.463 0.111
H 2.621 0.407 0.037 0.080
H 2.001 -0.285 -1.475 0.087
H -1.160 2.432 0.338 0.114
H -2.018 -1.119 0.747 0.107
H -0.396 0.594 -1.437 0.137
H -1.664 -1.773 -0.847 0.099
H 0.721 -2.024 -0.245 0.109
H 1.792 1.435 -1.135 0.090

---

[4]
5
Properties=species:S:1:pos:R:3:lowdin_charge:R:1 method="wB97M-V/def2-TZVPD" e_homo_ev=-22.913 total_charge=+2 homo_lumo_gap_ev=4.842
Tl 0.648 -1.790 2.112 1.207
O -0.668 0.506 0.529 0.386
O 0.517 -0.471 -0.548 0.350
O -0.274 1.326 -1.477 0.489
N -0.223 0.429 -0.617 -0.432

---

[5]
40
Properties=species:S:1:pos:R:3:lowdin_charge:R:1 method="wB97M-V/def2-TZVPD" e_homo_ev=-8.225 homo_lumo_gap_ev=8.799
O -4.488 -1.895 0.001 0.087
O 0.637 1.800 -0.414 -0.033
O 5.307 -1.070 -0.832 -0.131
N 3.459 -0.125 1.162 -0.175
C -1.675 1.939 -0.189 0.006
C -1.956 -0.799 -0.217 -0.002
C -5.632 0.198 0.140 -0.188
C 3.481 -1.503 0.712 -0.149
C -3.095 -0.003 -0.097 -0.161
C -0.537 1.132 -0.303 -0.260
C -0.694 -0.253 -0.318 -0.007
C 2.251 0.633 0.997 -0.160
C 4.040 -1.676 -0.708 -0.193
C -6.910 -0.623 0.247 -0.101
C 4.724 0.531 0.902 -0.152
C -4.406 -0.686 0.012 -0.367
C 5.243 0.307 -0.525 -0.192
C 1.858 1.090 -0.430 -0.168
C -2.929 1.385 -0.087 -0.023
H -5.513 0.826 1.026 0.120
H -7.028 -1.249 -0.634 0.076
H 4.599 0.818 -1.257 0.113
H 1.805 0.242 -1.121 0.107
H 4.628 1.598 1.105 0.125
H 3.353 -1.248 -1.455 0.112
H 2.588 1.810 -0.809 0.123
H 1.430 0.034 1.404 0.120
H -5.677 0.853 -0.734 0.120
H 5.457 0.105 1.598 0.126
H 4.189 -2.734 -0.932 0.125
H 2.477 -1.925 0.777 0.122
H -1.537 3.009 -0.184 0.119
H 4.135 -2.054 1.399 0.126
H -7.776 0.028 0.336 0.070
H -2.086 -1.871 -0.228 0.120
H 6.263 0.684 -0.624 0.125
H 2.337 1.532 1.615 0.130
H 0.154 -0.914 -0.410 0.102
H -6.866 -1.274 1.116 0.077
H -3.780 2.041 0.002 0.108

---

Record-wise energy above the lowest of the compared OMol25 structures with the same formula, charge and spin values, in eV: 0.479 0.029 2.123 1.918 2.646